[1]
A structure of composition C3H6N4O. Source: the Open Molecules 2025 dataset; level of theory: the ωB97M-V functional and the def2-TZVPD basis.

Structure (XYZ):
```
14
Properties=species:S:1:pos:R:3
C 2.46 -0.02 0.13
C 0.98 -0.21 -0.10
C -1.08 0.64 -0.18
H 2.55 0.36 1.16
H 3.03 0.66 -0.65
H 3.03 -1.06 0.16
H -2.68 -1.77 -0.89
H -2.51 -0.33 0.71
H -1.42 2.49 -0.03
N 0.21 -1.20 0.28
N -0.99 -0.69 -0.52
N -2.07 -1.40 0.11
N -1.84 1.63 0.38
O 0.32 0.88 -0.55
```

The value obtained for the calculated total energy is -11209.9471 eV. The energy relative to the best compared isomer or geometry (same formula, charge and spin) comes out at 658.9 kJ/mol. The calculation puts the molecular weight at 114.11 g/mol.

These are the natural (NBO) partial charges, in e, on atoms 1 to 6: C -0.694; C 0.522; C 0.667; H 0.251; H 0.256; H 0.248

---

[2]
A structure of composition C4H6N2O2. Source: the Open Molecules 2025 dataset; level of theory: the ωB97M-V functional and the def2-TZVPD basis.

Structure (XYZ):
```
14
Properties=species:S:1:pos:R:3
C 0.10 -1.29 -0.21
C 0.09 0.51 1.20
C 0.24 0.28 -0.32
C -0.61 1.05 -1.23
H 0.51 -2.59 1.29
H -1.09 0.52 1.40
H 0.55 1.58 1.97
H -1.24 0.60 -1.87
H -1.11 1.84 -0.69
H 1.23 0.61 -1.98
N 0.25 -1.67 1.09
N 0.80 1.13 -1.28
O -0.31 -1.96 -1.22
O 0.58 -0.61 1.86
```

The value obtained for the calculated total energy is -11315.3611 eV. The energy relative to the best compared isomer or geometry (same formula, charge and spin) comes out at 548.1 kJ/mol. The calculation puts the molecular weight at 114.10 g/mol.

These are the natural (NBO) partial charges, in e, on atoms 1 to 6: C 0.619; C -0.076; C -0.066; C -0.211; H 0.412; H 0.175

---

[3]
The ion C3H7N2S with charge +1. Source: the Open Molecules 2025 dataset; level of theory: the ωB97M-V functional and the def2-TZVPD basis.

Structure (XYZ):
```
13
Properties=species:S:1:pos:R:3
C 0.53 0.78 -0.05
C 1.70 0.07 -0.08
C -1.72 -0.37 -0.14
N -0.85 0.59 0.06
N 2.10 -1.20 0.07
S -3.42 -0.26 0.02
H 0.71 1.85 -0.11
H 2.55 0.73 -0.22
H -1.38 -1.35 -0.43
H -1.29 1.48 0.30
H 3.08 -1.42 0.00
H 1.46 -1.96 0.24
H -3.48 1.05 0.33
```

The value obtained for the calculated total energy is -17032.0674 eV. The energy relative to the best compared isomer or geometry (same formula, charge and spin) comes out at 145.0 kJ/mol. The calculation puts the molecular weight at 103.17 g/mol. As for the net charge: +1.

These are the natural (NBO) partial charges, in e, on atoms 1 to 6: C -0.233; C 0.094; C -0.020; N -0.428; N -0.746; S 0.242

---

[4]
A structure of composition C61H72N3O6Rb. Source: the Open Molecules 2025 dataset; level of theory: the ωB97M-V functional and the def2-TZVPD basis.

Structure (XYZ):
```
143
Properties=species:S:1:pos:R:3
Rb 0.15 0.24 -0.19
C 2.42 2.36 1.86
O 1.59 1.20 2.00
C 0.87 1.13 3.17
C -0.23 1.98 3.33
C -0.71 2.93 2.24
C -2.19 2.77 1.96
C -3.10 3.80 2.04
C -4.45 3.65 1.70
C -4.84 2.39 1.23
C -3.97 1.32 1.12
C -4.42 0.03 0.44
C -3.79 -1.25 0.94
C -4.22 -1.84 2.12
C -3.59 -2.95 2.67
C -2.49 -3.47 2.00
C -2.00 -2.90 0.83
C -0.66 -3.36 0.27
C 0.45 -3.41 1.30
C 1.19 -4.49 1.53
C 2.30 -4.48 2.51
C 2.67 -3.32 3.07
C 2.12 -1.97 2.66
C 2.19 -0.98 3.86
C 1.14 0.10 4.07
C 0.34 0.02 5.21
C -0.72 0.89 5.45
C -0.99 1.86 4.49
C -1.64 0.77 6.66
C -3.08 0.55 6.18
C -1.58 2.07 7.48
C -1.26 -0.40 7.57
C 0.70 -2.23 2.19
O -0.25 -1.59 2.59
C 3.01 -5.80 2.76
C 2.02 -6.86 3.26
C 3.64 -6.26 1.43
C 4.14 -5.67 3.79
C -2.70 -1.83 0.29
O -2.23 -1.23 -0.86
C -2.68 -1.85 -2.05
C -3.98 -3.55 4.02
C -2.79 -3.41 4.99
C -5.18 -2.83 4.65
C -4.34 -5.03 3.86
C -2.61 1.46 1.53
O -1.78 0.51 1.49
C -5.40 4.83 1.82
C -6.84 4.46 1.44
C -5.42 5.34 3.27
C -4.95 5.97 0.90
H 3.33 2.24 2.45
H 1.88 3.25 2.19
H 2.64 2.46 0.80
H -0.14 2.76 1.32
H -0.51 3.96 2.54
H -2.73 4.77 2.36
H -5.87 2.23 0.91
H -4.22 0.12 -0.63
H -5.50 -0.05 0.56
H -5.05 -1.36 2.64
H -1.92 -4.28 2.44
H -0.35 -2.69 -0.53
H -0.76 -4.35 -0.18
H 1.00 -5.41 0.98
H 3.51 -3.30 3.76
H 3.18 -0.51 3.80
H 2.20 -1.56 4.79
H 0.54 -0.80 5.90
H -1.85 2.50 4.59
H -3.44 1.37 5.56
H -3.75 0.43 7.03
H -3.14 -0.36 5.56
H -1.87 2.92 6.87
H -0.56 2.25 7.84
H -2.25 2.01 8.34
H -1.32 -1.35 7.04
H -1.94 -0.44 8.42
H -0.24 -0.29 7.96
H 1.19 -6.99 2.56
H 1.60 -6.56 4.22
H 2.52 -7.82 3.38
H 2.88 -6.47 0.68
H 4.22 -7.17 1.58
H 4.30 -5.49 1.03
H 3.75 -5.33 4.75
H 4.90 -4.96 3.45
H 4.61 -6.64 3.93
H -3.77 -1.95 -2.05
H -2.23 -2.85 -2.17
H -2.38 -1.22 -2.88
H -2.48 -2.37 5.06
H -1.93 -3.98 4.65
H -3.07 -3.77 5.99
H -4.98 -1.77 4.81
H -5.42 -3.28 5.61
H -6.07 -2.91 4.02
H -3.50 -5.59 3.45
H -5.19 -5.15 3.19
H -4.59 -5.47 4.84
H -7.22 3.66 2.08
H -6.91 4.14 0.40
H -7.49 5.34 1.57
H -5.76 4.56 3.95
H -6.09 6.21 3.37
H -4.43 5.65 3.59
H -4.95 5.64 -0.14
H -3.94 6.30 1.14
H -5.62 6.84 0.99
C 4.48 -1.88 1.68
C 3.05 -1.43 1.49
N 2.48 -1.72 0.19
C 3.18 -2.33 -0.71
C 4.52 -2.83 -0.55
C 5.14 -2.54 0.72
C 5.17 -3.53 -1.56
C 4.62 -3.77 -2.79
C 3.32 -3.25 -3.05
C 2.70 -3.38 -4.31
C 1.47 -2.82 -4.54
C 0.86 -2.13 -3.49
N 1.39 -2.00 -2.29
C 2.60 -2.54 -2.05
H 4.98 -1.64 2.61
H 3.01 -0.35 1.63
H 6.17 -2.85 0.88
H 6.18 -3.89 -1.35
H 5.15 -4.30 -3.57
H 3.22 -3.92 -5.09
H 0.99 -2.89 -5.50
H -0.11 -1.66 -3.64
N -2.41 2.03 -2.02
C -2.02 3.23 -2.76
C -0.79 3.97 -2.22
C 0.46 3.06 -2.31
O 0.91 2.84 -3.45
O 0.87 2.58 -1.21
H -2.61 2.29 -1.05
H -1.60 1.41 -1.97
H -2.88 3.91 -2.78
H -1.81 2.94 -3.80
H -0.97 4.27 -1.18
H -0.62 4.86 -2.82
```

The value obtained for the calculated total energy is -81840.2201 eV. The energy relative to the best compared isomer or geometry (same formula, charge and spin) comes out at 213.8 kJ/mol. The calculation puts the molecular weight at 1028.73 g/mol. As for the net charge: -2.

These are the Löwdin partial charges, in e, on atoms 1 to 6: Rb 0.999; C -0.050; O -0.229; C -0.204; C -0.112; C -0.076

---

[5]
A structure of composition CH4N4O4P. Source: the Open Molecules 2025 dataset; level of theory: the ωB97M-V functional and the def2-TZVPD basis.

Structure (XYZ):
```
14
Properties=species:S:1:pos:R:3
C -0.91 -0.17 -0.65
N -1.65 -1.22 -1.05
N -1.29 0.92 -0.10
N 0.43 -0.47 -0.55
N -0.55 1.91 0.14
O 3.17 -1.06 1.15
O 1.03 0.38 1.99
O 0.70 -1.53 0.08
O 1.29 0.42 -0.45
P 1.84 -0.55 1.20
H -1.23 -2.07 -1.21
H -0.70 2.41 1.04
H -2.56 -1.21 -1.36
H 0.44 2.22 -0.23
```

The value obtained for the calculated total energy is -24528.5928 eV. The energy relative to the best compared isomer or geometry (same formula, charge and spin) comes out at 218.5 kJ/mol. The calculation puts the molecular weight at 167.04 g/mol. As for the net charge: +1.

These are the natural (NBO) partial charges, in e, on atoms 1 to 6: C 0.509; N -0.701; N -0.101; N 0.345; N -0.357; O -0.923

---

[6]
An isolated molecule of C3H6N2O2. Source: the Open Molecules 2025 dataset; level of theory: the ωB97M-V functional and the def2-TZVPD basis.

Structure (XYZ):
```
13
Properties=species:S:1:pos:R:3
H -0.88 -1.81 -0.91
N -0.22 -1.12 -0.59
C 0.23 -0.91 0.60
N 0.88 -1.80 1.41
O 0.34 0.36 0.90
C -0.46 1.01 -0.45
C 0.18 1.74 -1.34
O -1.74 1.11 -0.08
H 1.61 -1.43 1.99
H 0.98 -2.75 1.09
H -0.29 2.64 -1.70
H 1.14 1.44 -1.73
H -1.77 1.51 0.80
```

The SMILES is [H]/N=C(\N)OC(=C)O. The value obtained for the calculated total energy is -10280.6758 eV. The energy relative to the best compared isomer or geometry (same formula, charge and spin) comes out at 397.7 kJ/mol. The calculation puts the molecular weight at 102.09 g/mol.

These are the natural (NBO) partial charges, in e, on atoms 1 to 6: H 0.390; N -0.839; C 0.738; N -0.818; O -0.578; C 0.657

---

[7]
A cluster of 3 separate species, C42H44BN2O9PS in total. Source: the Open Molecules 2025 dataset; level of theory: the ωB97M-V functional and the def2-TZVPD basis.

Structure (XYZ):
```
100
Properties=species:S:1:pos:R:3
C -4.25 1.23 -1.44
C -3.00 1.69 -2.13
O -2.84 2.73 -2.70
O -1.99 0.75 -2.05
C -0.83 1.24 -1.35
C 0.02 0.04 -0.99
C -0.48 -0.84 0.17
C -0.97 -0.17 1.45
C 0.11 0.23 2.46
P 1.42 1.47 1.81
C 2.66 2.62 0.91
C 2.20 4.06 0.73
C 3.11 4.90 -0.18
C 3.22 4.30 -1.58
S 3.53 5.62 -2.81
C 4.29 4.61 -4.01
N 5.43 4.74 -4.60
N 5.59 3.62 -5.41
C 4.53 2.91 -5.23
O 3.64 3.47 -4.38
C 1.83 2.17 3.45
B 3.18 1.58 4.05
O 3.85 2.25 5.04
O 3.67 0.36 3.65
H -5.04 1.97 -1.53
H -4.00 1.03 -0.39
H -4.56 0.28 -1.89
H -0.27 1.92 -2.00
H -1.14 1.82 -0.48
H 1.05 0.38 -0.82
H 0.07 -0.59 -1.88
H 0.34 -1.52 0.45
H -1.27 -1.48 -0.22
H -1.64 0.68 1.25
H -1.60 -0.91 1.96
H 0.65 -0.69 2.76
H -0.38 0.60 3.36
H 2.17 0.36 1.33
H 0.38 2.12 1.06
H 2.82 2.17 -0.08
H 3.65 2.59 1.40
H 2.16 4.57 1.70
H 1.18 4.07 0.34
H 4.11 4.96 0.25
H 2.70 5.91 -0.25
H 4.07 3.62 -1.65
H 2.32 3.75 -1.88
H 4.28 1.95 -5.64
H 1.04 1.99 4.19
H 1.94 3.25 3.38
H 3.66 3.20 5.04
H 4.63 0.38 3.55
O -9.42 -4.15 2.88
C -8.80 -3.17 2.49
C -7.61 -3.31 1.61
C -7.21 -4.58 1.21
C -6.12 -4.73 0.37
C -5.42 -3.61 -0.07
C -5.81 -2.34 0.34
C -6.90 -2.19 1.18
C -7.29 -0.82 1.62
O -6.64 0.15 1.28
C -8.50 -0.68 2.48
C -8.90 0.59 2.87
C -10.03 0.75 3.66
C -10.76 -0.37 4.05
C -10.36 -1.64 3.67
C -9.23 -1.80 2.88
H -7.76 -5.44 1.56
H -5.81 -5.72 0.06
H -4.57 -3.73 -0.73
H -5.27 -1.47 0.00
H -8.32 1.45 2.56
H -10.34 1.74 3.96
H -11.65 -0.24 4.66
H -10.92 -2.51 3.97
O 5.52 -0.41 -0.09
C 5.52 -1.28 -0.93
C 4.61 -1.22 -2.10
C 3.77 -0.12 -2.24
C 2.93 -0.03 -3.34
C 2.92 -1.03 -4.30
C 3.75 -2.13 -4.17
C 4.59 -2.23 -3.06
C 5.46 -3.44 -2.93
O 5.41 -4.34 -3.73
C 6.39 -3.49 -1.76
C 7.24 -4.58 -1.63
C 8.12 -4.64 -0.57
C 8.17 -3.61 0.36
C 7.32 -2.52 0.24
C 6.43 -2.46 -0.82
H 3.78 0.65 -1.49
H 2.27 0.83 -3.44
H 2.26 -0.95 -5.16
H 3.75 -2.92 -4.90
H 7.19 -5.38 -2.36
H 8.78 -5.49 -0.46
H 8.87 -3.66 1.19
H 7.35 -1.71 0.96
```

The SMILES is CC(=O)OCCCCC[PH2](CCCCSc1nnco1)CB(O)O.O=C1c2ccccc2C(=O)c2ccccc21.O=C1c2ccccc2C(=O)c2ccccc21. The value obtained for the calculated total energy is -86477.2694 eV. The calculation puts the molecular weight at 794.67 g/mol.

These are the Löwdin partial charges, in e, on atoms 1 to 6: C 0.024; C -0.536; O 0.139; O -0.037; C -0.193; C -0.188

---

[8]
A cluster of 2 separate species, C19H29N6O in total. Source: the Open Molecules 2025 dataset; level of theory: the ωB97M-V functional and the def2-TZVPD basis.

Structure (XYZ):
```
55
Properties=species:S:1:pos:R:3
C -2.12 -2.35 0.59
C -0.98 -3.16 -0.20
C 0.34 -3.50 0.65
O 0.63 -2.57 1.74
N 0.83 -1.32 1.30
C 1.64 -0.77 0.21
N 2.51 -1.53 -0.68
N 1.35 0.62 0.30
N 0.51 1.03 1.28
C 0.01 2.40 1.63
C 1.12 3.36 2.32
C 2.62 3.15 1.78
C 2.91 3.84 0.37
C 2.98 5.40 0.17
C 3.29 6.07 -1.20
C 3.54 5.22 -2.51
C 3.48 3.68 -2.32
C 3.20 3.01 -0.93
C 0.13 -0.21 1.93
C -0.88 -0.46 3.15
N -0.62 0.46 4.32
H -1.95 -1.22 0.38
H -3.13 -2.59 0.09
H -2.13 -2.53 1.72
H -0.70 -2.68 -1.22
H -1.45 -4.18 -0.48
H 1.20 -3.67 -0.08
H 0.14 -4.52 1.16
H 2.49 -1.10 -1.63
H 3.48 -1.42 -0.30
H -0.44 2.91 0.71
H -0.84 2.23 2.40
H 0.82 4.44 2.04
H 1.08 3.33 3.47
H 2.90 2.04 1.83
H 3.31 3.67 2.55
H 2.80 6.12 1.05
H 3.37 7.21 -1.34
H 3.76 5.67 -3.52
H 3.65 3.02 -3.23
H 3.22 1.86 -0.94
H -1.94 -0.34 2.72
H -0.81 -1.54 3.57
H 0.40 0.46 4.52
H -1.08 -0.02 5.12
N -3.89 -2.96 -3.50
C -5.25 -3.09 -3.43
C -5.55 -4.43 -3.38
C -4.32 -5.13 -3.42
C -3.32 -4.20 -3.50
H -3.40 -2.08 -3.55
H -5.89 -2.22 -3.41
H -6.54 -4.86 -3.32
H -4.18 -6.21 -3.40
H -2.24 -4.31 -3.55
```

The value obtained for the calculated total energy is -31145.5716 eV. The energy relative to the best compared isomer or geometry (same formula, charge and spin) comes out at 1068.9 kJ/mol. The calculation puts the molecular weight at 357.48 g/mol. As for the net charge: +1.

These are the natural (NBO) partial charges, in e, on atoms 1 to 6: C -0.642; C -0.456; C -0.116; O -0.311; N -0.057; C 0.465

---

Please write out number 1 again, unchanged.
A structure of composition C3H6N4O. Source: the Open Molecules 2025 dataset; level of theory: the ωB97M-V functional and the def2-TZVPD basis.

Structure (XYZ):
```
14
Properties=species:S:1:pos:R:3
C 2.46 -0.02 0.13
C 0.98 -0.21 -0.10
C -1.08 0.64 -0.18
H 2.55 0.36 1.16
H 3.03 0.66 -0.65
H 3.03 -1.06 0.16
H -2.68 -1.77 -0.89
H -2.51 -0.33 0.71
H -1.42 2.49 -0.03
N 0.21 -1.20 0.28
N -0.99 -0.69 -0.52
N -2.07 -1.40 0.11
N -1.84 1.63 0.38
O 0.32 0.88 -0.55
```

The value obtained for the calculated total energy is -11209.9471 eV. The energy relative to the best compared isomer or geometry (same formula, charge and spin) comes out at 658.9 kJ/mol. The calculation puts the molecular weight at 114.11 g/mol.

These are the natural (NBO) partial charges, in e, on atoms 1 to 6: C -0.694; C 0.522; C 0.667; H 0.251; H 0.256; H 0.248

---

Which of these has the highest molecular weight?
C61H72N3O6Rb

---

Which of these has the lowest molecular weight?
C3H6N2O2

---

Among the records above, which one has the lowest molecular weight?
C3H6N2O2